[1]
32
Properties=species:S:1:pos:R:3 method="wB97M-V/def2-TZVPD" e_homo_ev=-12.8 charge=+1 energy_ev=-25496.6189
C 1.881 2.188 -0.192
C 0.478 2.108 -0.757
N -0.437 1.503 0.245
C -1.244 0.374 -0.183
C -0.641 -1.026 -0.020
C 0.551 -1.323 -0.955
C 1.825 -1.869 -0.288
C 1.621 -2.807 0.872
O 2.916 -3.238 1.327
C -2.471 0.386 0.783
N -3.200 1.584 0.370
C -3.167 1.797 -0.882
S -2.172 0.654 -1.733
H 1.874 2.874 0.646
H 2.190 1.221 0.184
H 2.588 2.576 -0.911
H 0.463 1.584 -1.703
H 0.147 3.127 -0.907
H 0.087 1.180 1.051
H -1.431 -1.727 -0.262
H -0.402 -1.121 1.031
H 0.826 -0.388 -1.428
H 0.220 -1.959 -1.762
H 2.354 -2.439 -1.042
H 2.485 -1.053 -0.028
H 1.131 -2.322 1.708
H 1.082 -3.703 0.584
H 3.056 -2.903 2.225
H -2.111 0.391 1.796
H -3.132 -0.444 0.553
H -3.684 2.167 1.044
H -3.682 2.606 -1.364

---

[2]
27
Properties=species:S:1:pos:R:3 method="wB97M-V/def2-TZVPD" spin_multiplicity=3 e_homo_ev="0.0 / 0.0" charge=-2 energy_ev=-32842.4167
C -2.852 -1.081 -0.333
C -1.983 -1.286 -1.477
C -1.507 -0.035 -1.922
H -1.835 -2.240 -1.969
C -1.916 0.981 -1.017
C -2.731 0.376 0.029
H -3.274 0.823 0.854
H -3.584 -1.764 0.101
H -0.952 0.120 -2.846
H -1.717 2.043 -1.133
Pt -1.176 -0.833 0.957
Cl 0.134 -2.689 0.683
C 2.760 0.096 -0.359
C 2.462 1.415 -0.852
C 2.062 1.292 -2.217
H 2.478 2.341 -0.282
C 2.257 -0.073 -2.599
C 2.653 -0.814 -1.454
H 2.738 -1.900 -1.388
H 2.907 -0.165 0.682
H 1.663 2.072 -2.853
H 2.185 -0.460 -3.611
N -0.630 0.474 2.352
C -0.327 0.595 3.502
N 0.067 0.927 4.651
C 0.052 0.192 5.745
N 0.066 -0.408 6.754

---

[3]
16
Properties=species:S:1:pos:R:3 method="wB97M-V/def2-TZVPD" e_homo_ev=-8.6 smiles=N[C@H](CO)CSS charge=0 energy_ev=-28464.6279
N -1.230 1.382 -0.527
C -0.957 -0.021 -0.818
C -2.255 -0.833 -0.964
O -2.866 -0.424 -2.179
C -0.118 -0.663 0.289
S 1.626 -0.184 0.065
S 2.258 0.308 1.948
H -1.554 1.841 -1.370
H -2.027 1.360 0.103
H -0.434 -0.187 -1.764
H -2.891 -0.467 -0.157
H -2.155 -1.914 -0.949
H -3.722 -0.841 -2.193
H -0.407 -0.314 1.281
H -0.175 -1.745 0.239
H 2.481 1.619 1.758

---

[4]
50
Properties=species:S:1:pos:R:3 method="wB97M-V/def2-TZVPD" e_homo_ev=-2.0 charge=-1 energy_ev=-36583.0562
C -2.783 -2.660 -3.442
Si -1.039 -1.993 -3.328
C -0.590 -1.369 -5.043
H -0.973 -0.741 -2.395
C 0.187 -3.416 -3.076
Sn 1.607 -2.517 -1.685
C 2.927 -4.044 -0.923
C 2.650 -0.951 -2.730
C 0.324 -1.739 -0.145
H -2.797 -3.594 -4.023
H -3.255 -2.855 -2.471
H -3.405 -1.929 -3.978
H -0.723 -2.209 -5.753
H -1.269 -0.548 -5.320
H 0.447 -1.006 -5.106
H -0.210 -4.354 -2.644
H 0.736 -3.683 -3.996
H 3.584 -3.592 -0.163
H 2.320 -4.844 -0.472
H 3.527 -4.448 -1.753
H 3.237 -0.384 -1.996
H 3.330 -1.394 -3.470
H 1.946 -0.280 -3.236
H 0.935 -1.198 0.582
H -0.426 -1.054 -0.553
H -0.191 -2.570 0.352
F 2.681 4.274 4.562
C 2.432 3.186 3.763
C 3.461 2.290 3.511
C 3.132 1.163 2.742
C 1.865 0.992 2.185
C 0.829 1.962 2.371
C -0.461 1.837 1.757
C -1.713 2.343 2.236
C -2.967 1.733 1.867
C -4.188 2.241 2.307
C -4.238 3.402 3.096
C -3.039 3.994 3.501
C -1.824 3.479 3.081
C 1.173 3.067 3.211
H 4.465 2.483 3.889
H 3.907 0.411 2.589
H 1.657 0.082 1.616
H -0.493 1.253 0.839
H -2.949 0.838 1.239
H -5.125 1.750 2.038
H -5.189 3.854 3.385
H -3.040 4.874 4.136
H -0.940 4.004 3.414
H 0.469 3.861 3.428